(1)
{"formula": "C13H25BeClNPmSi", "method": "the ωB97M-V functional and the def2-TZVPD basis", "s_squared": 6.01, "fmax_ev_per_a": 2.1, "multiplicity": 5, "total_charge": -2, "total_energy_ev": -52733.5512, "elements": ["Pm", "Cl", "Si", "N", "C", "C", "C", "C", "C", "C", "C", "C", "C", "C", "C", "C", "C", "Be", "H", "H", "H", "H", "H", "H", "H", "H", "H", "H", "H", "H", "H", "H", "H", "H", "H", "H", "H", "H", "H", "H", "H", "H", "H"], "coordinates": [[0.32131, -0.07566, -2.99215], [1.16094, 1.95787, -1.53786], [-0.84546, 0.54136, 2.54816], [0.42209, 0.81822, 1.35067], [4.45634, 1.37230, 2.53535], [-2.47899, -0.12798, 1.89334], [-0.40299, -0.79178, 3.79527], [-1.45986, 0.08912, -4.55370], [2.84144, 0.71027, 0.86079], [-1.23306, 2.12943, 3.46364], [3.42782, 1.37408, 3.49242], [-0.00444, -0.91029, -0.97742], [-1.57249, 1.43274, -0.90689], [2.09610, 1.19190, 3.10876], [2.27464, -1.04770, -4.00560], [4.14616, 1.07768, 1.20279], [1.73844, 0.89510, 1.75917], [-0.03532, 0.77829, -0.28296], [-3.05531, 0.59964, 1.31369], [2.90910, -0.19261, -4.30012], [-2.45333, 1.06809, -0.36825], [-0.28251, -1.75274, 3.27962], [-3.09265, -0.39910, 2.76676], [0.51070, -0.58742, 4.36060], [-1.81425, 1.34279, -1.98644], [-1.57249, 2.90723, 2.76314], [-0.36874, 2.51686, 4.02065], [-1.46929, 2.50959, -0.69030], [5.48761, 1.58338, 2.82537], [4.92164, 1.11115, 0.42794], [3.66148, 1.53679, 4.54363], [1.31918, 1.28302, 3.87125], [-2.04368, 1.92692, 4.18320], [-1.20149, -0.58716, -5.38964], [2.82641, -1.67448, -3.28574], [-1.23316, -0.88586, 4.50940], [-2.33878, -1.03234, 1.28747], [2.02974, -1.64473, -4.89973], [-1.44152, 1.13655, -4.89979], [2.66760, 0.30023, -0.13568], [-0.91014, -1.41992, -0.56995], [0.85436, -1.42656, -0.49610], [-2.44715, -0.16515, -4.14823]], "atomic_forces_ev_per_a": [[0.25, 0.38, 0.33], [1.28, 1.48, -0.26], [0.89, 0.04, -1.30], [-0.09, -0.13, 1.05], [0.04, 0.18, 0.26], [-0.28, 0.08, 0.03], [0.14, -0.14, 0.41], [-0.71, -0.10, -0.73], [0.14, 0.22, -0.14], [-0.33, 0.26, 0.43], [-0.08, -0.05, -0.63], [-0.04, -1.69, 1.16], [-0.64, 0.76, 0.47], [0.63, -0.01, 0.03], [0.71, -0.37, -0.36], [-0.65, -0.40, 0.36], [-0.25, 0.01, 0.10], [-0.77, -1.15, -0.20], [0.16, -0.19, 0.11], [0.09, -0.22, -0.08], [-0.06, 0.04, -0.27], [-0.02, 0.15, 0.05], [0.13, 0.00, -0.03], [-0.11, -0.14, -0.07], [0.16, 0.03, 0.27], [0.10, -0.22, 0.15], [-0.23, -0.04, -0.17], [-0.36, 0.12, -0.18], [-0.24, 0.00, -0.02], [-0.27, -0.26, 0.33], [-0.01, 0.09, -0.12], [0.35, 0.01, -0.32], [0.11, 0.19, -0.08], [-0.23, 0.19, -0.04], [0.03, 0.07, -0.23], [0.09, -0.06, -0.06], [0.05, 0.27, 0.03], [0.23, 0.02, 0.01], [-0.21, -0.14, -0.13], [-0.18, 0.43, 0.33], [0.22, 0.36, -0.07], [0.05, -0.16, -0.19], [-0.08, 0.08, -0.23]], "lowdin_charge": [1.115, 0.160, 0.424, -0.095, -0.173, -0.190, -0.186, -0.395, -0.082, -0.184, -0.142, -0.484, -0.275, -0.089, -0.384, -0.124, -0.331, -0.366, 0.005, -0.080, -0.050, 0.034, 0.018, 0.008, -0.040, 0.030, 0.012, -0.031, 0.067, 0.092, 0.077, 0.053, 0.017, -0.076, -0.073, 0.018, 0.028, -0.085, -0.070, 0.057, -0.071, -0.069, -0.070]}

=====

(2)
{"formula": "C13H25Br10Cl3O2Sr2", "method": "the ωB97M-V functional and the def2-TZVPD basis", "s_squared": 0.75, "fmax_ev_per_a": 3.0, "multiplicity": 2, "total_charge": 1, "de_lowest_kcal_mol": 23.3, "elements": ["Sr", "Sr", "Br", "Br", "Br", "Br", "Br", "Br", "Br", "Br", "Br", "Br", "Cl", "Cl", "Cl", "O", "O", "C", "C", "C", "C", "C", "C", "C", "C", "C", "C", "C", "C", "C", "H", "H", "H", "H", "H", "H", "H", "H", "H", "H", "H", "H", "H", "H", "H", "H", "H", "H", "H", "H", "H", "H", "H", "H", "H"], "coordinates": [[-3.17241, 0.39001, 4.39393], [-0.13678, 2.77241, 3.02970], [-5.82913, 0.95198, 2.20980], [5.35008, 4.73337, 0.65869], [-0.01829, -4.16077, -2.23598], [-3.56949, 3.58097, 1.67168], [0.26869, -3.74380, 2.39638], [-2.89914, 1.34276, -2.55835], [5.29935, -1.66060, 1.38816], [-3.36314, -3.30908, -3.78543], [2.05659, 0.57170, 4.11703], [5.69869, 1.01399, -0.57928], [1.71711, -1.63621, -4.38977], [2.18678, 1.05809, -3.11075], [2.52259, -1.45156, -1.62336], [-1.65326, 0.59601, 2.38046], [0.89444, 1.69569, 1.02769], [3.80587, -0.25810, 3.41518], [-2.48556, -0.54719, -2.99748], [-5.03304, 3.05456, 0.32163], [-3.65320, -1.35730, -3.58209], [4.10975, 2.15867, -0.62596], [0.82290, -3.88987, 0.49168], [-5.37682, 1.52218, 0.39640], [-0.46913, -3.56540, -0.34197], [3.51877, -1.03408, 2.02408], [-1.27748, 0.35172, 1.04125], [1.57090, -0.64489, -2.90545], [0.24837, 0.49429, 0.56829], [4.13553, 3.05914, 0.62482], [4.61453, 0.44476, 3.21481], [0.78533, -0.38545, 0.92300], [0.54048, -0.72524, -2.55921], [3.27690, 1.45595, -0.60055], [4.17544, -0.97061, 4.15265], [1.18973, -4.86799, 0.18053], [3.09305, 3.37436, 0.66922], [-4.78391, 3.33182, -0.70265], [2.91289, -1.93623, 2.10852], [-4.58317, 0.82934, 0.11681], [-1.88859, 1.04045, 0.45790], [0.27873, 0.49863, -0.52128], [-1.60150, -0.56117, -3.63493], [4.10314, 2.68805, -1.57875], [-1.67013, -0.57101, 0.61405], [-0.80653, -2.53138, -0.27078], [-1.24695, -4.21897, 0.05291], [-5.78163, 3.75775, 0.68664], [-3.88221, -1.07645, -4.61009], [3.15599, -0.30207, 1.30251], [-6.29569, 1.55757, -0.18887], [-2.18014, -1.03718, -2.07296], [1.52413, -3.07335, 0.31941], [-4.55449, -1.25462, -2.97775], [4.35482, 2.44415, 1.49763]], "atomic_forces_ev_per_a": [[0.95, 0.18, -1.72], [0.46, -2.05, -2.20], [-0.26, -0.01, 0.05], [-1.19, -1.85, -0.21], [-0.52, 0.70, 1.32], [-0.48, -0.26, -0.98], [0.44, -0.25, -0.62], [0.00, -0.90, -0.32], [-0.87, -0.19, 0.68], [0.21, 0.85, 0.40], [1.33, -0.57, -0.15], [-0.03, 0.41, -0.53], [-0.12, 0.81, 0.39], [-0.92, -1.39, -0.10], [0.05, 0.36, -0.12], [0.40, 0.18, 1.74], [-1.44, -0.25, 1.04], [-0.39, -1.62, -2.10], [0.15, -1.17, 0.22], [0.79, -0.78, 1.23], [-0.28, 0.40, -0.54], [1.31, 0.36, 0.50], [-1.60, 1.40, -0.83], [0.19, 2.33, 0.42], [1.20, -1.45, 0.30], [1.04, 1.13, 1.45], [0.14, 0.91, -1.16], [0.88, -0.41, -0.03], [-0.66, 1.63, 1.81], [-0.61, 0.05, -0.84], [-0.64, 0.61, 0.25], [0.20, -0.31, 0.13], [0.15, 0.65, -0.28], [-0.09, 0.36, 0.33], [-0.55, 0.21, 0.26], [0.08, 0.11, 0.70], [0.16, 0.64, 0.41], [0.57, -0.08, 0.22], [-0.08, 0.38, 0.16], [-0.25, 0.45, -0.51], [0.25, 0.75, -0.46], [-0.34, -0.21, -0.31], [-0.28, 0.28, -0.22], [0.08, 0.07, 0.25], [0.15, -0.94, 0.53], [0.36, -0.05, -0.37], [-0.14, 0.02, -0.57], [-0.34, -0.65, -0.10], [0.02, 0.27, 0.24], [-0.09, -0.29, -0.08], [0.02, -1.07, -0.04], [-0.07, 0.33, 0.22], [0.23, -0.45, 0.18], [0.18, -0.04, -0.02], [0.27, 0.40, -0.02]], "lowdin_charge": [1.096, 1.203, 0.571, 0.510, 0.558, 0.497, 0.589, 0.636, 0.583, 0.590, 0.525, 0.585, 0.517, 0.556, 0.538, -0.686, -0.531, -0.520, -0.644, -0.520, -0.648, -0.673, -0.652, -0.616, -0.603, -0.613, -0.389, -1.439, -0.343, -0.619, 0.045, 0.065, -0.021, -0.010, 0.054, 0.052, 0.034, 0.056, 0.017, 0.030, 0.043, 0.071, 0.048, 0.042, 0.077, 0.028, 0.039, 0.048, 0.048, 0.015, 0.074, 0.030, -0.015, 0.045, 0.028]}

=====

(3)
{"formula": "C13H25Br3O24S6", "method": "the ωB97M-V functional and the def2-TZVPD basis", "s_squared": 0.76, "fmax_ev_per_a": 5.9, "multiplicity": 2, "total_charge": 1, "total_energy_ev": -338144.9579, "elements": ["Br", "Br", "Br", "S", "S", "S", "S", "S", "S", "O", "O", "O", "O", "O", "O", "O", "O", "O", "O", "O", "O", "O", "O", "O", "O", "O", "O", "O", "O", "O", "O", "O", "O", "C", "C", "C", "C", "C", "C", "C", "C", "C", "C", "C", "C", "C", "H", "H", "H", "H", "H", "H", "H", "H", "H", "H", "H", "H", "H", "H", "H", "H", "H", "H", "H", "H", "H", "H", "H", "H", "H"], "coordinates": [[3.01802, 15.73973, -1.87198], [1.50015, 16.26508, -4.61468], [4.59878, 15.38618, -4.73754], [4.08543, 11.12626, -1.33921], [1.00681, 10.39087, -3.83052], [4.05670, 19.27788, -6.40978], [3.18469, 12.86780, -8.34880], [-0.01750, 19.39899, -6.49830], [-2.61406, 17.36378, -0.55100], [5.35365, 10.34629, -2.03262], [2.26960, 9.64697, -3.78304], [-3.31006, 18.66764, -0.42119], [3.09734, 10.14631, -0.92419], [3.81069, 20.72118, -6.67744], [3.65152, 11.82522, -2.81308], [4.05731, 12.87428, -7.19015], [-2.95586, 16.68144, -2.03799], [0.01220, 10.06272, -2.87351], [5.69491, 19.03829, -6.40626], [3.39682, 18.21401, -7.21735], [-2.82519, 16.29808, 0.44934], [1.93727, 13.87139, -8.04789], [2.84333, 11.66340, -9.13385], [4.00947, 19.01997, -4.78968], [4.48596, 12.17723, -0.40521], [0.29455, 18.92686, -5.15487], [3.67171, 14.09109, -9.35899], [-1.03371, 17.59963, -0.91512], [1.26579, 12.04204, -3.94212], [-1.38326, 20.33789, -6.41079], [1.02238, 19.90875, -7.38938], [0.31678, 10.31524, -5.32935], [-0.81381, 18.33926, -7.39047], [3.59241, 15.32159, -8.81816], [0.79974, 11.36289, -6.18316], [5.26551, 19.30845, -4.17211], [2.18014, 15.21063, -8.31422], [-1.79389, 16.36755, -2.76579], [6.26163, 18.71508, -5.13933], [4.71950, 11.85312, -3.69852], [1.17523, 12.51003, -5.31718], [-1.98220, 18.80335, -7.97113], [-2.06572, 20.29974, -7.67219], [2.87627, 15.18758, -3.71403], [5.45774, 10.52586, -3.44554], [-0.72954, 17.25141, -2.26364], [2.58561, 14.13824, -3.66403], [5.46230, 20.37250, -4.04110], [-1.60078, 15.34728, -2.43436], [6.33701, 17.63278, -5.03429], [6.48421, 10.69061, -3.77313], [2.04486, 13.07715, -5.64915], [4.28640, 11.80978, -4.69785], [-1.92335, 16.41526, -3.84703], [4.25044, 15.48987, -7.96564], [-2.87266, 18.35790, -7.52756], [0.15406, 11.55096, -7.04096], [-1.89918, 18.65714, -9.04808], [-3.07346, 20.67026, -7.48439], [3.87582, 16.14886, -9.46885], [0.23423, 16.77234, -2.43610], [-1.61289, 20.98477, -8.38897], [5.31006, 18.82071, -3.19834], [1.50772, 15.49922, -9.12210], [7.22106, 19.22209, -5.24202], [5.34338, 12.70905, -3.44110], [-0.86349, 18.15846, -2.85305], [1.67304, 10.89272, -6.63526], [0.33914, 13.20886, -5.34328], [4.93056, 9.77240, -4.03074], [1.88346, 15.78422, -7.43612]], "atomic_forces_ev_per_a": [[-0.08, 0.07, -0.81], [1.18, -0.31, 0.42], [-1.86, -0.13, 0.74], [-0.42, -0.35, -0.28], [1.25, -1.00, -1.19], [0.98, 1.90, -0.91], [0.31, 1.82, -2.44], [-0.67, 1.52, -1.59], [-2.36, -0.16, 0.61], [-0.30, 0.32, 0.95], [-2.32, 1.90, -0.75], [2.21, -3.60, -0.47], [1.66, 1.98, -0.89], [0.48, -4.40, 0.61], [-1.05, -0.01, 2.79], [-1.19, -0.74, -1.12], [-0.87, 1.64, 0.99], [0.33, 0.80, -0.41], [-1.74, -0.06, -1.73], [1.53, 2.38, 2.70], [1.04, 2.87, -2.38], [-1.20, -3.38, 1.60], [0.75, 3.62, 2.59], [-1.42, -0.25, -0.73], [-0.33, -1.84, -2.00], [-0.54, 0.37, -2.05], [2.88, -4.52, -2.41], [-0.19, -0.62, 0.58], [0.03, -1.07, -0.51], [2.21, 0.28, 0.96], [-1.93, -0.55, 2.35], [-0.16, 0.32, 1.38], [1.75, -1.75, 1.25], [-0.07, 1.68, 2.57], [1.64, -2.32, -0.89], [0.89, 0.01, 0.30], [-1.37, 2.33, -0.59], [-0.50, -2.19, 1.10], [-0.07, 0.41, -0.73], [0.49, -0.97, -0.05], [-1.33, 1.10, 0.99], [-1.56, 1.28, -1.35], [0.18, 0.21, 0.42], [0.96, 0.06, 0.08], [-0.52, 1.49, -0.55], [-0.70, 1.71, -0.65], [0.02, 0.06, -0.42], [-0.49, 0.10, -0.14], [0.36, -0.47, -0.59], [0.23, 0.07, -0.02], [0.12, -0.63, 0.45], [0.36, -0.51, 0.24], [0.29, 0.58, -0.12], [-0.31, 0.15, 0.12], [0.46, -0.43, 0.26], [0.26, -0.53, -0.13], [-0.56, 0.15, 0.63], [-0.29, -0.35, 0.11], [0.04, -0.30, 0.07], [-0.68, -0.42, -0.59], [0.23, 0.39, 0.71], [0.34, -0.28, -0.05], [-0.35, -0.02, -0.10], [-0.23, 0.02, 0.00], [0.12, -0.31, 0.83], [0.21, 0.17, -0.53], [0.89, 0.39, 0.06], [0.44, 0.32, -0.20], [-0.09, 0.23, 0.30], [0.25, -0.45, 0.50], [0.37, 0.19, 0.11]], "lowdin_charge": [0.840, 1.034, 0.814, 0.744, 0.727, 0.752, 0.765, 0.705, 0.781, -0.178, -0.233, -0.236, -0.215, -0.231, -0.279, -0.264, -0.185, -0.187, -0.218, -0.288, -0.236, -0.221, -0.195, -0.249, -0.251, -0.323, -0.175, -0.173, -0.226, -0.193, -0.226, -0.175, -0.211, -0.230, -0.178, -0.165, -0.195, -0.224, -0.175, -0.232, -0.199, -0.182, -0.146, -1.404, -0.143, -0.231, -0.037, 0.142, 0.139, 0.073, 0.139, 0.082, 0.121, 0.140, 0.100, 0.138, 0.148, 0.143, 0.142, 0.157, 0.034, 0.134, 0.136, 0.147, 0.149, 0.104, 0.129, 0.119, 0.122, 0.129, 0.081]}

=====

- multiplicity of number 1 (C13H25BeClNPmSi)?
  5